Entry 1:
Density functional theory data (the ωB97M-V functional and the def2-TZVPD basis) for C8H28F2Hg2O8P as an isolated structure.

```
49
C8H28F2Hg2O8P the ωB97M-V functional and the def2-TZVPD basis
Hg -7.051 4.600 7.234
Hg -11.803 4.914 11.037
O -9.722 5.824 10.954
P -8.432 6.220 10.359
O -7.918 5.600 9.084
F -7.231 6.100 11.399
F -8.575 7.892 10.144
O -8.089 10.268 10.342
H -7.321 10.394 9.785
H -8.210 9.318 10.372
O -5.694 3.805 9.054
H -4.800 3.483 9.166
H -6.112 3.653 9.902
C -2.971 6.942 13.217
C -4.456 6.823 12.938
O -4.757 5.748 12.116
H -2.778 7.759 13.912
H -2.437 7.075 12.276
H -2.491 6.064 13.649
H -4.690 7.784 12.480
H -5.028 6.792 13.865
H -5.685 5.809 11.880
C -9.986 9.658 7.062
C -8.775 10.273 6.387
O -7.644 9.465 6.701
H -10.826 10.331 6.889
H -9.750 9.494 8.113
H -10.208 8.674 6.649
H -8.526 11.278 6.728
H -8.971 10.284 5.315
H -7.270 9.703 7.553
C -8.701 4.904 14.005
C -8.784 6.393 14.169
O -9.808 6.685 15.103
H -8.137 4.571 13.134
H -9.696 4.466 13.928
H -8.213 4.405 14.842
H -9.081 6.918 13.261
H -7.852 6.905 14.406
H -9.414 6.472 15.953
C -12.538 9.160 9.944
C -12.195 8.199 11.030
O -12.864 7.024 10.849
H -13.623 9.244 9.884
H -12.134 8.854 8.979
H -12.102 10.129 10.187
H -12.439 8.510 12.046
H -11.119 8.032 11.090
H -13.797 7.218 10.732
```

Output
**Multiplicity**: 2
**Expectation value of S²**: 0.752
**Charge**: +2
**LUMO (spin up / spin down)**: -12.4 / -12.4 eV
**Kohn-Sham gap (spin up / spin down)**: 1.9578 / 1.9911 eV

Atomic partial charges in e from the natural (NBO) method, atoms 1 to 2:
1 Hg 0.956
2 Hg 1.703

***

Entry 2:
Density functional theory data (the ωB97M-V functional and the def2-TZVPD basis) for a 8-piece molecular cluster, C8H28N14O10 overall.

```
60
C8H28N14O10 the ωB97M-V functional and the def2-TZVPD basis
C -0.709 -0.376 0.521
O -1.398 0.462 -0.007
O 0.224 0.057 1.188
O -0.803 -1.584 0.365
C 3.453 0.103 -0.299
O 4.671 -0.146 -0.509
N 2.947 -0.200 0.837
N 2.700 0.795 -1.085
H 1.943 -0.218 0.942
H 3.460 -0.764 1.499
H 2.951 1.110 -2.011
H 1.704 0.851 -0.928
C 1.203 -2.512 3.489
O 1.636 -3.188 4.395
N 0.874 -2.936 2.343
N 0.845 -1.317 3.574
H 0.539 -2.251 1.680
H 1.086 -3.886 2.073
H 0.747 -0.784 2.721
H 1.102 -0.706 4.337
C -0.291 1.319 -3.403
O 0.179 1.241 -4.531
N -1.085 0.348 -2.821
N 0.138 2.150 -2.501
H -1.798 -0.053 -3.413
H -1.065 0.320 -1.811
H -0.353 2.005 -1.631
H 0.535 3.051 -2.729
C 1.454 4.287 0.503
O 0.887 5.325 0.593
N 1.388 3.362 1.351
N 2.059 3.852 -0.574
H 1.867 2.498 1.142
H 0.690 3.437 2.077
H 2.297 2.875 -0.479
H 1.881 4.472 -1.351
C 0.391 -4.690 -1.407
O 0.530 -5.867 -1.742
N -0.260 -4.246 -0.272
N 1.027 -3.635 -1.870
H -0.397 -3.270 -0.053
H -0.695 -4.952 0.304
H 1.697 -3.760 -2.615
H 0.710 -2.721 -1.579
C -1.824 3.148 2.310
O -2.089 3.950 3.193
N -1.050 2.096 2.605
N -2.347 3.155 1.107
H -0.610 1.951 3.503
H -0.854 1.527 1.793
H -2.755 4.067 0.956
H -2.274 2.412 0.426
C -3.845 -1.699 -1.682
O -4.761 -2.023 -2.433
N -3.670 -0.470 -1.350
N -2.853 -2.466 -1.397
H -4.398 0.106 -1.749
H -2.795 -0.165 -0.950
H -2.180 -2.150 -0.713
H -2.653 -3.302 -1.928
```

Output
**Multiplicity**: 2
**Expectation value of S²**: 0.757
**Charge**: -1
**LUMO (spin up / spin down)**: 2.1 / -2.5 eV
**Kohn-Sham gap (spin up / spin down)**: 9.7993 / 5.0936 eV

Atomic partial charges in e from the natural (NBO) method, atoms 1 to 2:
1 C 0.941
2 O -0.640

***

Entry 3:
Density functional theory data (the ωB97M-V functional and the def2-TZVPD basis) for a 6-piece molecular cluster, C8H28O6 overall.

```
42
C8H28O6 the ωB97M-V functional and the def2-TZVPD basis
O 9.946 -14.175 -13.936
H 10.151 -13.277 -13.678
H 9.207 -14.422 -13.380
O 10.956 -11.487 -13.504
H 11.880 -11.271 -13.629
H 10.543 -11.270 -14.340
C 8.196 -8.113 -12.704
C 9.574 -8.638 -12.540
O 9.479 -9.876 -11.860
H 8.156 -7.111 -13.131
H 7.669 -7.952 -11.764
H 7.574 -8.859 -13.199
H 10.232 -7.960 -11.996
H 9.931 -8.800 -13.557
H 10.078 -10.450 -12.343
C 7.454 -11.734 -17.170
C 8.263 -11.892 -15.907
O 9.493 -11.133 -15.978
H 6.553 -12.347 -17.123
H 7.999 -12.065 -18.053
H 7.147 -10.699 -17.321
H 8.513 -12.948 -15.795
H 7.754 -11.601 -14.988
H 10.195 -11.714 -16.280
C 12.859 -8.476 -14.207
C 13.951 -9.551 -14.056
O 13.318 -10.750 -14.354
H 12.308 -8.514 -15.147
H 13.395 -7.527 -14.192
H 12.147 -8.516 -13.383
H 14.552 -9.547 -13.146
H 14.709 -9.422 -14.829
H 13.766 -11.173 -15.090
C 14.625 -14.394 -14.133
C 14.676 -13.646 -12.779
O 13.730 -14.075 -11.860
H 14.676 -15.465 -13.940
H 15.530 -14.145 -14.686
H 13.691 -14.231 -14.672
H 14.448 -12.595 -12.956
H 15.629 -13.835 -12.286
H 13.746 -13.524 -11.075
```

Output
**Multiplicity**: 2
**Expectation value of S²**: 0.754
**Charge**: +1
**LUMO (spin up / spin down)**: -3.8 / -10.3 eV
**Energy above the lowest of the compared OMol25 structures with the same formula, charge and spin**: 1.235 eV
**Kohn-Sham gap (spin up / spin down)**: 8.0717 / 1.5728 eV

Atomic partial charges in e from the natural (NBO) method, atoms 1 to 2:
1 O -0.964
2 H 0.487

***

Among the records above, which one has the highest charge?
C8H28F2Hg2O8P

***

Among the records above, which one has the lowest charge?
C8H28N14O10